The following is a quantum chemistry calculation of 9 unconnected molecules or ions with the total composition C31H51F18NO22P2 at a distorted geometry, from the OMol25 dataset.

## Properties
Energy relative to the best compared isomer or geometry (same formula, charge and spin) = 0.00 kcal per mole

```
! wB97M-V def2-TZVPD RIJCOSX def2/J DEFGRID3
* xyz 0 1
C 3.0213 -0.2328 2.4488
C 3.1626 1.2218 1.9860
O 4.4947 1.4388 1.4983
C 5.2112 2.4211 2.0466
O 4.8829 3.0389 3.0129
C 6.5808 2.6523 1.3944
F 7.5188 2.5320 2.3230
F 6.8067 1.8613 0.3493
F 6.6547 3.9118 0.9214
H 2.0466 -0.3731 2.9073
H 3.8390 -0.5955 3.0704
H 3.0495 -0.8867 1.5763
H 2.8482 1.8990 2.7777
H 2.5545 1.3749 1.0946
C 0.4866 4.4813 -4.4917
C 0.3241 3.0049 -4.3259
O 1.3603 2.3043 -5.0387
C 1.1762 1.0387 -5.3159
O 0.2925 0.2902 -4.9893
C 2.3290 0.4915 -6.2080
F 3.4366 1.2280 -6.0155
F 2.6107 -0.7481 -5.8199
F 1.9996 0.5180 -7.4961
H 0.4963 4.6122 -5.5788
H 1.3967 4.9298 -4.1026
H -0.4010 4.9588 -4.0788
H -0.6303 2.5822 -4.6440
H 0.4135 2.7407 -3.2658
C -4.6991 -2.9852 2.2616
C -3.9593 -3.0614 0.9357
O -4.1522 -4.2897 0.2503
C -5.1818 -4.4425 -0.5693
O -6.0804 -3.6633 -0.6808
C -5.1160 -5.8015 -1.2976
F -3.8781 -6.2976 -1.3335
F -5.8573 -6.6904 -0.5980
F -5.6451 -5.6685 -2.4988
H -4.5608 -3.8537 2.9060
H -5.7345 -2.7841 1.9844
H -4.3763 -2.1416 2.8747
H -2.8882 -2.9667 1.0970
H -4.3664 -2.2168 0.3846
C 7.6673 -0.0103 -2.9611
C 7.0119 -1.1706 -2.2018
O 5.6494 -0.8026 -1.8654
C 4.6975 -0.8609 -2.7883
O 4.8648 -0.8499 -3.9702
C 3.2825 -0.7817 -2.1757
F 2.5621 -1.7772 -2.6721
F 3.3110 -0.8073 -0.8509
F 2.7306 0.3732 -2.5775
H 8.6468 -0.3590 -3.2983
H 7.7836 0.8240 -2.2703
H 7.1435 0.2648 -3.8719
H 7.5198 -1.4118 -1.2763
H 7.0616 -1.9830 -2.9278
C -4.2558 3.4360 2.0158
C -4.3517 4.6223 1.0670
O -3.6436 4.4270 -0.1392
C -4.0553 3.6623 -1.1069
O -5.0050 2.9300 -1.0784
C -3.1034 3.7495 -2.3139
F -2.8452 5.0195 -2.6669
F -1.9276 3.2056 -2.0044
F -3.7022 3.2259 -3.3801
H -3.3229 3.4283 2.5783
H -4.4007 2.4923 1.4980
H -4.9456 3.5638 2.8538
H -3.9620 5.4716 1.6265
H -5.3898 4.8594 0.8248
C 1.3778 1.0538 5.6543
C 0.5627 2.1269 6.3066
O -0.7719 2.1527 5.7990
C -1.6609 2.9888 6.3274
O -1.4724 3.6877 7.2732
C -3.0190 2.9418 5.5802
F -3.2604 4.1538 5.0320
F -2.9630 2.0129 4.6147
F -4.0259 2.6582 6.3873
H 2.2043 0.8606 6.3518
H 1.9139 1.3705 4.7599
H 1.0438 0.0222 5.5413
H 1.0787 3.0770 6.1374
H 0.5774 2.0989 7.3980
C -0.7430 -4.5770 2.1644
O -0.6391 -4.0729 0.8567
P 0.7815 -4.0931 0.1220
O 1.9074 -3.4698 0.8430
O 1.0049 -5.6602 -0.1940
C 2.2402 -6.0878 -0.6916
O 0.5983 -3.4823 -1.3215
C -0.4482 -4.0261 -2.1787
H -0.6269 -3.7954 2.9174
H -0.0967 -5.4333 2.3698
H -1.7423 -5.0009 2.3030
H 2.9222 -6.5490 0.0269
H 2.8534 -5.2714 -1.0911
H 2.1362 -6.7815 -1.5273
H -0.0008 -4.8688 -2.7032
H -0.7319 -3.2754 -2.9112
H -1.3020 -4.2932 -1.5601
C -0.3023 -0.1121 -1.7411
O -1.4168 0.1212 -0.8844
P -1.1368 0.9087 0.4630
O -2.3771 1.1777 1.2024
O -0.0371 0.0019 1.1763
C -0.4058 -0.9414 2.1788
O -0.3353 2.2028 -0.0626
C 0.0531 3.1768 0.9050
H -0.2754 0.7363 -2.4238
H -0.4490 -1.0341 -2.3003
H 0.6418 -0.2196 -1.2077
H -1.2734 -1.5683 1.9614
H -0.6899 -0.3153 3.0270
H 0.3932 -1.6358 2.4255
H -0.0436 2.8290 1.9359
H -0.5330 4.0705 0.6963
H 1.1154 3.4148 0.8207
C -4.4604 -0.1374 -1.6112
N -3.7230 -0.9914 -2.6634
O -3.2884 -2.0669 -2.2949
O -3.8563 -0.6309 -3.8089
H -3.7243 0.1994 -0.8886
H -5.1053 -0.8930 -1.1702
H -4.9566 0.6643 -2.1421
*
```